The following is a DFT calculation (ωB97M-V with the def2-TZVPD basis set) of a structure of composition C25H53I2N6O6P2 at a distorted geometry.

Structure (XYZ):
```
94
Properties=species:S:1:pos:R:3:lowdin_charge:R:1
C 2.61616 0.40572 0.50490 -0.21
C -0.16330 -1.44292 -4.56897 -0.18
H 1.13980 3.85202 0.93542 -0.30
C 0.60288 -3.50648 -0.27760 -0.26
H 1.44602 -3.91258 1.42361 0.10
H 1.90647 1.58246 6.57508 0.11
H -3.50711 -0.11673 2.92194 0.11
O 2.36370 0.53359 4.37272 0.04
H -0.00033 -1.41528 -5.64061 0.12
H 4.84008 1.83854 -0.96851 0.10
H 2.54070 1.52155 -2.07131 0.08
C -1.32705 -1.22946 -2.06674 -0.11
H 5.33199 0.35152 -1.70894 0.12
C 4.46764 0.87320 -1.29853 -0.20
H 0.58351 0.53767 1.50706 0.03
H -4.50596 -2.11985 2.79678 0.06
H 3.13579 3.45255 2.08369 0.12
H 0.57596 -1.12188 3.88570 -0.02
H -0.86949 -3.46047 -4.00816 0.10
C -1.25182 -2.47220 -4.24600 -0.19
H 1.69736 1.47358 2.09642 0.07
H -1.83673 -3.10033 0.74351 0.12
N 0.46438 -0.64717 4.76073 0.02
C 3.16119 -0.23412 -3.19190 -0.18
H 3.98735 2.88250 0.67558 0.10
H 0.23127 -2.28442 3.45929 0.05
C 3.46504 1.06286 -2.41625 -0.20
N -2.13256 -0.89062 1.54880 -0.05
H 3.36681 -0.08278 -4.24806 0.12
H 3.37795 1.06123 2.38002 0.11
C -3.36934 -0.06503 1.84395 -0.38
C -0.72801 -3.84246 -0.90765 -0.12
H 1.60130 2.82961 -0.47330 -0.04
C -3.24058 1.40967 1.46614 -0.17
H -2.90257 -2.62748 -2.80611 0.11
I -4.94921 3.80175 -0.75653 0.93
P -4.98327 -0.73831 1.17182 0.90
H 3.91336 1.75325 -3.12654 0.11
O -5.21407 -2.03184 2.14538 -0.27
H -1.66093 5.63104 -1.11358 0.07
H -0.47998 0.84273 4.06558 0.07
C -2.12439 3.06680 -0.02381 -0.62
N -1.65035 -1.54324 -0.66754 0.06
C -2.59084 1.63532 0.08427 -0.38
C -1.83744 -2.95414 -0.32918 -0.11
H 2.22670 -0.50578 0.96155 0.09
H -5.15848 -2.05636 -0.50215 0.06
H -0.31652 -0.87918 5.34480 0.12
H 2.38720 4.35560 -0.18778 0.12
O -1.23098 0.65865 3.48339 -0.10
H 1.39845 -4.06958 -0.76851 0.13
C 2.68572 1.43258 1.64105 -0.21
P -0.83312 -0.63799 2.65104 0.54
H -0.67815 -3.77603 -1.98752 0.09
N -1.43984 0.71256 0.00738 0.05
C 3.03037 2.84393 1.18754 -0.17
C -2.91466 4.10866 -0.31917 -0.80
H 1.00471 -2.58940 -3.19941 0.09
C 1.41612 0.28140 5.09542 -0.65
H -0.29129 -1.51801 -2.20366 0.07
H -2.61069 1.93230 2.17766 0.11
N -0.68025 -1.86043 3.57467 -0.15
C -2.45156 5.53575 -0.37559 -0.20
H -4.19621 1.92102 1.44719 0.07
H 1.56456 -0.84486 -1.98636 0.08
O 0.51004 -0.38094 1.81781 -0.15
N 1.22554 0.90030 6.29865 0.17
H -2.76459 -1.13025 -3.65450 0.12
H -2.06583 5.82064 0.59810 0.07
H 3.77264 -1.03952 -2.79355 0.11
C 1.18913 -1.76723 -3.88968 -0.17
C -1.73004 -0.60198 0.22528 -0.32
O -4.54246 -1.33734 -0.30820 -0.28
H -3.27932 1.39168 -0.72525 0.10
H -2.79650 -3.29939 -0.69332 0.12
H 3.94709 -1.00655 -0.41814 0.10
O 0.54975 -3.86892 1.08673 -0.05
H -0.46763 -0.45644 -4.23349 0.10
H -0.77901 0.89803 -0.73410 0.10
C 3.97375 0.03971 -0.11424 -0.17
H 4.71466 0.10956 0.68000 0.12
H 1.07985 0.29765 -3.19921 0.11
H -0.98580 -4.85404 -0.61048 0.14
C 1.95531 3.49265 0.31261 -0.54
H 0.86276 -2.45040 -0.41848 0.10
C -2.17882 -1.90277 -3.16454 -0.14
H 1.93433 -2.10982 -4.59874 0.12
H -3.26501 6.19812 -0.63713 0.05
I -0.06332 3.40597 0.34563 1.75
H 1.87008 0.70408 -0.23395 0.08
H 0.45608 0.70515 6.90993 0.10
C 1.69439 -0.58862 -3.04245 -0.23
H -1.35732 -0.16715 -2.24391 0.12
H -1.86314 -2.60642 -5.13550 0.11
```

Calculated values
* E_LUMO: -2.66 eV
* net charge: +1